Density functional theory data (ωB97M-V with the def2-TZVPD basis set) for 2 unconnected molecules or ions with the total composition C3H7N2S2 at a distorted geometry.

Computed properties:
**Total charge**: +1
**Relative energy (zero: lowest compared OMol25 entry of this formula, charge and spin)**: 30.10 kcal/mol
**HOMO-LUMO gap**: 8.7 eV
**Lowest unoccupied orbital energy**: -3.4 eV
**HOMO level**: -12.1221 eV
**Energy**: -1024.1150 Eh

Element x y z (Å)
C  1.14226  -1.69565  0.06494
H  -3.98984  0.74036  -0.36170
H  -2.25318  0.50334  -0.11206
C  2.47130  -1.49855  -0.04271
S  2.63230  1.66932  -0.81408
H  -3.34349  1.21972  1.02701
N  -3.16103  1.09261  0.08388
H  3.15958  -2.26321  0.23809
C  -0.04247  -0.95651  -0.10403
H  2.88136  2.29404  0.35426
H  0.97898  -2.70241  0.39760
S  3.48890  -0.09576  -0.14773
N  -1.00658  -0.36618  -0.21742
H  -2.95809  2.05887  -0.36607

---

Density functional theory data (ωB97M-V with the def2-TZVPD basis set) for a molecular structure, C3H7N3 at a distorted geometry.

Computed properties:
**Total charge**: 0
**Relative energy (zero: lowest compared OMol25 entry of this formula, charge and spin)**: 61.38 kcal/mol
**HOMO-LUMO gap**: 10.1 eV
**Lowest unoccupied orbital energy**: 1.0 eV
**HOMO level**: -9.0848 eV
**Energy**: -282.6764 Eh

Element x y z (Å)
H  -2.22869  1.46081  -0.71309
H  -2.87368  -1.50872  0.63099
H  0.01531  0.94988  0.81774
N  -2.92000  0.76962  -0.19778
H  2.23364  1.32461  0.35477
C  -2.39493  -0.39208  0.02093
N  -0.99583  -0.78740  -0.08786
H  -0.85257  -1.75613  -0.43352
C  2.45773  0.31396  -0.00643
C  0.16135  -0.06319  0.04559
H  2.96585  -0.25504  0.83304
N  1.29663  -0.55065  -0.42225
H  3.13520  0.49433  -0.84212

---

Density functional theory data (ωB97M-V with the def2-TZVPD basis set) for C3H7N3 in the gas phase at a distorted geometry.

Computed properties:
**Total charge**: 0
**Relative energy (zero: lowest compared OMol25 entry of this formula, charge and spin)**: 82.79 kcal/mol
**SMILES**: C=C1[C@H](N)N1N
**HOMO-LUMO gap**: 9.6 eV
**Lowest unoccupied orbital energy**: 1.1 eV
**HOMO level**: -8.5277 eV
**Energy**: -282.6423 Eh

Element x y z (Å)
H  -0.87297  -2.41190  -1.01319
H  -0.45719  -1.23337  -2.36229
N  1.21935  1.71050  -0.56036
H  1.15720  -0.30025  1.26230
H  2.00285  1.12716  -0.86031
H  -0.97957  -0.83065  2.41534
C  -0.52258  -1.43404  -1.30272
C  0.18978  0.01825  0.86770
C  -0.23018  -0.52296  -0.41305
N  0.09034  0.94965  -0.20992
H  0.95429  2.35317  -1.29963
N  -0.86526  0.03645  1.89843
H  -1.68606  0.53798  1.57770

---

Density functional theory data (ωB97M-V with the def2-TZVPD basis set) for C3H7N3O in the gas phase.

Computed properties:
**Total charge**: 0
**Relative energy (zero: lowest compared OMol25 entry of this formula, charge and spin)**: 32.83 kcal/mol
**SMILES**: C/N=C(\N)C(N)=O
**HOMO-LUMO gap**: 8.6 eV
**Lowest unoccupied orbital energy**: 0.6 eV
**HOMO level**: -8.0546 eV
**Energy**: -357.9976 Eh

Element x y z (Å)
C  -0.36254  -0.31249  1.41044
H  -0.33358  2.54937  -0.30769
H  0.22156  0.51005  -2.61128
H  -1.21790  1.95184  1.07729
H  1.10654  -1.50255  0.72841
H  1.15157  -0.98071  -2.28696
N  0.35565  -1.44838  1.40865
O  -1.34867  -0.06632  2.08966
H  -0.50856  -0.79832  -1.69106
N  -0.61744  1.78167  0.28009
C  0.43759  -0.26571  -1.86912
H  0.14004  -2.18821  2.05164
C  0.08221  0.63094  0.28708
N  0.89353  0.13881  -0.56713

---

Density functional theory data (ωB97M-V with the def2-TZVPD basis set) for C3H7N3O in the gas phase at a distorted geometry.

Computed properties:
**Total charge**: 0
**Relative energy (zero: lowest compared OMol25 entry of this formula, charge and spin)**: 152.12 kcal/mol
**HOMO-LUMO gap (spin up / spin down)**: 7.6 / 8.0 eV
**Lowest unoccupied orbital energy (spin up / spin down)**: -0.5 / 0.0 eV
**HOMO level (spin up / spin down)**: -8.1229 / -7.9327 eV
**Energy**: -357.8075 Eh

Element x y z (Å)
H  0.82158  -1.75962  -0.62559
N  -0.90621  -1.11794  1.39382
C  -1.07516  1.86189  -1.10522
H  2.18069  -0.66216  -0.84267
H  -1.84440  -1.12337  1.77150
N  -0.35514  0.82531  -1.09887
H  -1.11858  2.59371  -0.30780
H  -0.65649  -1.93305  0.84848
H  -1.65448  1.99084  -2.01716
O  1.15743  1.42366  0.05832
C  0.62586  0.21909  0.29553
H  1.89618  -1.43780  0.74272
N  -0.49393  0.10924  1.02206
C  1.42265  -0.98979  -0.13513

---

Density functional theory data (ωB97M-V with the def2-TZVPD basis set) for C3H7N3O in the gas phase at a distorted geometry.

Computed properties:
**Total charge**: 0
**Relative energy (zero: lowest compared OMol25 entry of this formula, charge and spin)**: 65.46 kcal/mol
**SMILES**: CN/N=N\C(C)=O
**HOMO-LUMO gap**: 9.5 eV
**Lowest unoccupied orbital energy**: 0.2 eV
**HOMO level**: -9.3038 eV
**Energy**: -357.9456 Eh

Element x y z (Å)
H  1.60311  -2.27272  1.12187
H  -1.88583  2.56463  0.56747
H  0.13866  -3.10624  0.52022
O  -1.64414  0.47997  -0.84399
N  0.33116  -1.12521  -0.05081
H  1.48851  -2.77225  -0.59565
C  0.93185  -2.39774  0.26842
H  -0.43245  3.24365  -0.18634
H  -0.28940  2.26374  1.30305
N  0.65825  0.92750  -0.87695
C  -0.67904  1.14060  -0.47393
C  -0.82807  2.38334  0.36010
H  -0.57731  -1.16672  -0.51833
N  1.18469  -0.16255  -0.59513

---

Density functional theory data (ωB97M-V with the def2-TZVPD basis set) for C3H7N3O in the gas phase.

Computed properties:
**Total charge**: 0
**Relative energy (zero: lowest compared OMol25 entry of this formula, charge and spin)**: 18.58 kcal/mol
**SMILES**: [H]/N=C/NC(=O)NC
**HOMO-LUMO gap**: 10.9 eV
**Lowest unoccupied orbital energy**: 1.0 eV
**HOMO level**: -9.9573 eV
**Energy**: -358.0203 Eh

Element x y z (Å)
C  0.37312  -1.42858  -1.41943
C  -0.64007  1.26885  1.70156
H  -0.51088  -1.83346  -1.91319
N  0.49929  -0.01219  -1.53852
H  0.93631  -3.03751  -0.63655
C  -0.42518  0.48663  -0.57538
H  -1.67806  1.05217  1.44856
H  -0.29493  0.52100  2.42762
N  0.12417  1.18381  0.46729
O  -1.60614  0.20889  -0.65600
H  1.46241  0.23318  -1.32310
N  1.19842  -2.05601  -0.69574
H  -0.56643  2.26410  2.14588
H  1.12797  1.14913  0.56699

---

Density functional theory data (ωB97M-V with the def2-TZVPD basis set) for a molecular structure, C3H7N3O at a distorted geometry.

Computed properties:
**Total charge**: 0
**Relative energy (zero: lowest compared OMol25 entry of this formula, charge and spin)**: 86.46 kcal/mol
**HOMO-LUMO gap (spin up / spin down)**: 9.2 / 9.2 eV
**Lowest unoccupied orbital energy (spin up / spin down)**: 0.2 / 0.2 eV
**HOMO level (spin up / spin down)**: -8.9962 / -9.0010 eV
**Energy**: -357.9121 Eh

Element x y z (Å)
C  0.11541  0.97414  0.62433
H  -0.40658  1.90668  0.85188
H  0.39865  0.49551  1.56000
H  -1.11076  -2.47080  -0.23361
N  -1.11569  -1.10489  0.29418
O  -1.40780  0.65466  -1.18610
H  2.03451  1.92238  0.30452
H  1.88808  0.33586  -0.45603
C  -0.85286  0.06636  -0.08365
H  1.07471  1.73822  -1.17033
H  -2.02119  0.02840  -1.59679
N  -0.23937  -3.27682  0.32016
C  1.35401  1.26034  -0.23178
N  0.28889  -2.53002  1.00322

---

Density functional theory data (ωB97M-V with the def2-TZVPD basis set) for C3H7N3O in the gas phase at a distorted geometry.

Computed properties:
**Total charge**: 0
**Relative energy (zero: lowest compared OMol25 entry of this formula, charge and spin)**: 151.73 kcal/mol
**SMILES**: CC(/C=N\N)=N/O
**HOMO-LUMO gap (spin up / spin down)**: 8.1 / 9.3 eV
**Lowest unoccupied orbital energy (spin up / spin down)**: 0.5 / 0.9 eV
**HOMO level (spin up / spin down)**: -7.5241 / -8.3879 eV
**Energy**: -357.8081 Eh

Element x y z (Å)
N  -0.08195  -1.12396  0.30029
C  -1.96053  0.55231  0.24071
H  -2.68941  -0.05230  -0.30572
H  0.18613  -2.83232  -0.45411
O  -0.18353  -2.01464  -0.81034
H  1.75827  0.67978  1.35941
H  -2.13875  1.60771  0.03359
C  0.41296  0.77048  -0.76905
N  1.63513  0.09605  -0.56938
N  2.30348  0.41747  0.53527
C  -0.57148  0.13883  -0.11042
H  3.08264  -0.20012  0.71881
H  0.37528  1.59721  -1.47438
H  -2.12822  0.36351  1.30534

---

Density functional theory data (ωB97M-V with the def2-TZVPD basis set) for C3H7N3O in the gas phase at a distorted geometry.

Computed properties:
**Total charge**: 0
**Relative energy (zero: lowest compared OMol25 entry of this formula, charge and spin)**: 123.97 kcal/mol
**HOMO-LUMO gap (spin up / spin down)**: 7.6 / 7.8 eV
**Lowest unoccupied orbital energy (spin up / spin down)**: 0.0 / 0.6 eV
**HOMO level (spin up / spin down)**: -7.5772 / -7.2656 eV
**Energy**: -357.8523 Eh

Element x y z (Å)
H  -0.61655  0.16864  1.86883
N  1.54582  0.73766  0.63235
C  0.28511  1.15007  0.10804
H  0.80955  -1.11159  0.07841
C  -0.75857  -0.60705  -0.08846
N  -0.77557  0.39356  0.88248
N  1.82437  -0.49914  0.22510
C  -0.23590  0.35821  -1.15496
H  2.50042  -0.91103  0.87184
H  0.16440  2.22779  0.16769
H  0.57491  -0.00931  -1.78232
O  -1.73051  -1.55581  -0.17679
H  -1.01037  0.84543  -1.75275
H  -2.57711  -1.18743  0.12054

---

Density functional theory data (ωB97M-V with the def2-TZVPD basis set) for C3H7N3O in the gas phase.

Computed properties:
**Total charge**: 0
**Relative energy (zero: lowest compared OMol25 entry of this formula, charge and spin)**: 10.68 kcal/mol
**SMILES**: C/N=C(/N)C(N)=O
**HOMO-LUMO gap**: 10.0 eV
**Lowest unoccupied orbital energy**: 0.9 eV
**HOMO level**: -9.0589 eV
**Energy**: -358.0329 Eh

Element x y z (Å)
H  -1.96144  1.81980  -1.03098
C  -1.03863  1.23258  -1.02804
N  -0.67570  1.03134  0.35614
H  -1.22001  0.31867  -1.61305
H  -0.28765  1.83881  -1.56085
H  0.58516  -0.95024  2.46782
O  1.03344  -2.09709  0.73626
H  0.90299  -0.18291  -1.75058
C  0.69897  -1.11596  0.09250
C  0.01931  0.06501  0.80810
N  0.90775  -1.05058  -1.24573
N  0.29625  -0.03748  2.14662
H  1.46024  -1.80582  -1.62219
H  -0.25827  0.52177  2.77366

---

Density functional theory data (ωB97M-V with the def2-TZVPD basis set) for C3H7N3O2 in the gas phase at a distorted geometry.

Computed properties:
**Total charge**: 0
**Relative energy (zero: lowest compared OMol25 entry of this formula, charge and spin)**: 183.77 kcal/mol
**SMILES**: N/N=C1\NOCCO1
**HOMO-LUMO gap**: 8.5 eV
**Lowest unoccupied orbital energy**: 0.8 eV
**HOMO level**: -7.7185 eV
**Energy**: -433.0299 Eh

Element x y z (Å)
H  0.66924  1.90146  0.45821
C  -1.60863  -0.99225  0.24988
H  -1.50471  -1.21898  1.32100
O  -1.01576  1.27067  -0.41427
H  -2.37180  -1.78405  -0.10377
N  0.04250  0.97272  0.40916
H  3.88013  -0.00139  -0.10006
H  2.60348  0.46693  1.20542
H  -2.69920  0.65771  0.91447
O  -0.33372  -1.20944  -0.07709
C  0.59529  -0.23717  -0.02242
N  1.81390  -0.67608  -0.38290
H  -2.68387  0.10808  -0.97922
N  2.68666  0.30148  0.04359
C  -2.13647  0.42835  -0.10649

---

Density functional theory data (ωB97M-V with the def2-TZVPD basis set) for C3H7N3O2 in the gas phase at a distorted geometry.

Computed properties:
**Total charge**: 0
**Relative energy (zero: lowest compared OMol25 entry of this formula, charge and spin)**: 88.46 kcal/mol
**SMILES**: [H]/N=C(/N)OCON=C
**HOMO-LUMO gap**: 10.3 eV
**Lowest unoccupied orbital energy**: 1.0 eV
**HOMO level**: -9.2720 eV
**Energy**: -433.1818 Eh

Element x y z (Å)
O  -1.20355  0.18228  0.63443
H  0.25770  -0.56097  1.92093
H  0.71020  1.40472  0.93658
H  3.24027  0.59035  -1.11075
H  -0.83282  -1.73555  1.00539
N  1.62688  1.23350  0.55411
C  1.70311  0.09775  0.02516
C  -2.87451  0.46074  -0.71520
H  -3.62425  0.22225  -1.46850
N  -2.02457  -0.44410  -0.31948
N  2.71989  -0.24296  -0.77162
H  2.59930  -0.98973  -1.39968
C  -0.25917  -0.80809  0.98692
H  -2.77790  1.46700  -0.26351
O  0.73943  -0.87717  -0.01479

---

Density functional theory data (ωB97M-V with the def2-TZVPD basis set) for C3H7N3O2 in the gas phase at a distorted geometry.

Computed properties:
**Total charge**: 0
**Relative energy (zero: lowest compared OMol25 entry of this formula, charge and spin)**: 71.20 kcal/mol
**SMILES**: [H]/N=C(\N)NOC(C)=O
**HOMO-LUMO gap**: 10.4 eV
**Lowest unoccupied orbital energy**: 0.9 eV
**HOMO level**: -9.5094 eV
**Energy**: -433.2093 Eh

Element x y z (Å)
C  -1.44922  0.12946  -0.04307
N  -0.90693  1.22109  0.29668
N  -0.75431  -0.85730  -0.60005
H  2.71064  0.67852  -1.21448
H  -1.55103  1.96040  0.68384
C  1.43434  -0.41870  0.08053
H  2.29658  1.56210  0.20847
O  0.54135  -0.45880  -0.97505
H  3.46327  0.10112  0.29125
N  -2.74615  -0.30550  0.08823
C  2.55314  0.55537  -0.19114
O  1.29401  -1.17393  1.02675
H  -3.28017  -0.24933  0.90805
H  -0.58781  -1.63805  0.01824
H  -3.01771  -1.10646  -0.57825

---

Density functional theory data (ωB97M-V with the def2-TZVPD basis set) for C3H7N3O2 in the gas phase at a distorted geometry.

Computed properties:
**Total charge**: 0
**Relative energy (zero: lowest compared OMol25 entry of this formula, charge and spin)**: 43.21 kcal/mol
**SMILES**: [H]/N=C(/C)N(N)C(=O)O
**HOMO-LUMO gap**: 10.0 eV
**Lowest unoccupied orbital energy**: 0.4 eV
**HOMO level**: -9.6429 eV
**Energy**: -433.2539 Eh

Element x y z (Å)
N  2.09613  -0.17452  -0.32187
N  -1.50401  0.16898  0.20336
H  2.18702  -1.18117  -0.41611
H  -1.66893  0.78592  -0.58890
H  -2.14285  -1.60838  0.07587
O  -1.53168  -2.36258  -0.06398
C  -0.28802  -1.89807  -0.10059
O  0.67331  -2.59297  -0.25966
H  0.17041  2.20587  -0.74560
H  1.77008  2.24040  0.03105
C  0.77404  1.81392  0.07145
N  -0.23215  -0.44225  0.12579
C  0.95166  0.26377  -0.09944
H  -1.57512  0.71015  1.06177
H  0.32010  2.07094  1.02687

---

Density functional theory data (ωB97M-V with the def2-TZVPD basis set) for C3H7N3O2 in the gas phase at a distorted geometry.

Computed properties:
**Total charge**: 0
**Relative energy (zero: lowest compared OMol25 entry of this formula, charge and spin)**: 221.52 kcal/mol
**SMILES**: [H]/N=C(\NO)O/N=C/C
**HOMO-LUMO gap**: 9.6 eV
**Lowest unoccupied orbital energy**: 0.8 eV
**HOMO level**: -8.7695 eV
**Energy**: -432.9698 Eh

Element x y z (Å)
H  -1.79201  -1.58296  0.62817
H  3.85073  -1.17612  0.12524
H  -2.89386  0.79254  -0.42814
O  -2.61660  -1.22448  -0.05252
H  2.16885  -1.34885  0.93422
C  2.13610  -0.37314  0.18830
N  -2.39594  0.13183  0.13095
N  -0.73862  1.74683  0.05746
H  -1.53348  2.56452  0.48466
H  3.58808  0.47488  -1.10184
N  1.20316  0.08918  -0.34391
H  3.73452  0.79398  0.93013
O  -0.04845  -0.59292  -0.13945
C  -1.01425  0.48409  -0.02575
C  3.49770  -0.06989  0.01276

---

Density functional theory data (ωB97M-V with the def2-TZVPD basis set) for C3H7N3O2 in the gas phase at a distorted geometry.

Computed properties:
**Total charge**: 0
**Relative energy (zero: lowest compared OMol25 entry of this formula, charge and spin)**: 42.31 kcal/mol
**SMILES**: [H]/N=C(\O)N(C)C(N)=O
**HOMO-LUMO gap**: 9.3 eV
**Lowest unoccupied orbital energy**: 0.4 eV
**HOMO level**: -8.8633 eV
**Energy**: -433.2554 Eh

Element x y z (Å)
O  -2.35622  0.22881  -0.42406
H  -0.58712  0.73593  1.79521
C  1.16068  -0.44259  -0.55958
C  -0.03884  1.21271  0.97633
H  -1.88186  -1.36095  -2.00910
N  1.92012  -0.80323  0.53180
H  1.41603  -1.24976  1.28453
H  -0.55393  2.14388  0.72230
N  -1.00684  -1.23755  -1.48843
O  1.66185  -0.49322  -1.67339
H  0.97710  1.43514  1.31723
C  -1.12342  -0.16654  -0.77720
H  2.77114  -1.27475  0.24719
N  -0.00955  0.35189  -0.19144
H  -2.34912  0.92023  0.24861